A molecular structure, C25H27BN8OSm, computed with the ωB97M-V functional and the def2-TZVPD basis.

Geometry as XYZ:
```
63
Properties=species:S:1:pos:R:3:forces:R:3:mulliken_spin:R:1
Sm -0.319864 1.515007 -1.560295 0.1358 -0.3876 0.1410 5.068
C -4.881490 2.682582 -1.975452 0.0252 -0.0443 0.0221 0.000
C -3.562683 2.892903 -2.382097 0.0011 0.1140 -0.0224 -0.001
N -2.724789 2.127703 -1.690398 -0.1139 -0.0842 0.0784 -0.001
N -3.485361 1.408666 -0.822389 0.1671 -0.1005 -0.0868 0.001
C -4.780114 1.722728 -0.987609 -0.0029 -0.0070 0.0917 0.000
B -2.854403 0.300338 0.054019 -0.2269 0.0230 0.0615 -0.019
N -2.281562 -0.804832 -0.898171 0.0261 0.2918 -0.0769 0.005
C -2.743448 -2.063432 -0.993658 -0.0217 0.0280 0.0630 0.002
C -2.222710 -2.647389 -2.130027 -0.0413 0.0328 -0.0238 -0.002
C -1.439068 -1.642484 -2.703420 0.0477 -0.0795 0.0054 -0.001
N -1.481403 -0.535243 -1.971142 -0.3569 -0.5775 0.1427 -0.008
N -1.804310 0.971061 1.022913 -0.0133 0.1999 -0.2385 0.001
C -1.839593 0.885072 2.364659 -0.1481 -0.0438 -0.0524 0.001
C -1.063141 1.886733 2.906656 0.0546 -0.0262 0.0012 0.000
C -0.563615 2.568995 1.794832 0.0359 0.0152 0.0672 -0.002
N -1.007556 2.031699 0.665637 -0.2697 -0.2283 0.6183 -0.005
H -5.773795 3.159359 -2.343061 0.0425 -0.0305 0.0152 0.000
H -3.174733 3.565993 -3.131618 -0.0595 -0.0119 0.0112 0.000
H -5.532602 1.240291 -0.383541 0.0060 0.0507 -0.0541 0.000
H -3.686555 -0.234400 0.739603 0.1118 0.1188 -0.0970 0.000
H -3.423346 -2.439746 -0.244585 0.0385 -0.0302 -0.0851 0.000
H -2.403819 -3.643788 -2.496869 0.0209 0.0662 -0.0073 0.000
H -0.842386 -1.666729 -3.602943 -0.0374 -0.0431 0.0235 0.000
H -2.459476 0.137896 2.836114 0.0527 0.0567 0.0070 0.000
H -0.903186 2.101620 3.949965 0.0103 -0.0025 -0.0669 0.000
H 0.096556 3.422557 1.757849 -0.0279 -0.0152 0.0176 0.000
C 1.638309 3.253182 -1.951860 0.2214 0.1839 -0.0419 0.005
C 2.015441 2.086303 -2.649375 0.2612 0.0891 -0.0458 -0.027
C 1.118407 1.907020 -3.715416 0.1209 0.0690 -0.3468 0.011
C 0.180758 2.961241 -3.676084 -0.0117 0.1389 -0.3567 -0.015
C 0.507639 3.794390 -2.591391 0.0498 0.3696 -0.0707 -0.011
H 2.170694 3.703228 -1.127569 -0.0217 -0.0466 0.0823 0.001
H 2.866204 1.461975 -2.427865 -0.0099 -0.0585 0.0546 0.000
H 1.176730 1.141955 -4.474607 -0.0403 -0.0819 0.0291 0.001
H -0.602741 3.138407 -4.397351 -0.0623 -0.0354 0.0156 0.000
H 0.013175 4.718812 -2.333892 -0.0632 -0.0164 0.0631 0.001
C 2.279185 -1.910161 3.673725 0.1974 0.0876 -0.2555 0.000
N 2.524218 -1.051422 2.510875 -0.1689 -0.1744 0.0818 0.000
N 1.722770 -1.238952 1.391766 0.1758 -0.4085 0.0658 0.000
C 1.618424 -0.052884 0.723488 -0.0359 0.1926 -0.2192 -0.003
O 1.046298 0.047057 -0.395330 0.0037 0.0764 0.1233 -0.007
C 2.295565 0.918850 1.503341 0.0498 0.0708 -0.0531 0.001
C 2.804345 0.274231 2.592553 0.0473 0.0588 0.3125 0.003
C 3.526699 0.833338 3.772280 0.0022 0.0342 -0.0701 0.000
C 1.682255 -2.536310 0.766347 -0.0422 0.4913 0.1587 -0.001
C 0.500121 -2.945477 0.179785 -0.0316 -0.1836 -0.0427 0.000
C 0.469140 -4.181758 -0.450124 -0.0694 -0.0372 -0.0335 0.000
C 1.596727 -4.991985 -0.480222 0.0196 0.1152 0.0607 0.000
C 2.775146 -4.556486 0.113921 0.0006 0.0096 0.0076 0.000
C 2.827661 -3.316191 0.734838 0.0150 -0.1238 -0.0781 0.000
H 2.139231 -2.928710 3.325737 0.0062 -0.0340 0.0005 0.000
H 1.399164 -1.592680 4.232940 -0.0257 0.0628 -0.0015 0.000
H 3.165088 -1.880853 4.302427 -0.0478 0.0034 0.0574 0.000
H 2.415885 1.956990 1.245625 -0.0140 -0.0209 0.0154 0.000
H 3.631164 1.910416 3.664725 0.0180 -0.0233 -0.0446 0.000
H 4.522711 0.397411 3.861121 -0.0198 -0.0122 0.0029 0.000
H 2.992074 0.644413 4.704791 -0.0395 -0.0534 -0.0528 0.000
H -0.377174 -2.311878 0.213802 0.0715 -0.0160 0.0085 0.000
H -0.452152 -4.509956 -0.913474 0.0490 -0.0218 0.0083 0.000
H 1.560434 -5.957757 -0.966963 -0.0049 0.0228 0.0135 0.000
H 3.661836 -5.176417 0.085247 -0.0239 0.0078 -0.0005 0.000
H 3.747018 -2.952503 1.177215 -0.0331 -0.0207 -0.0038 0.000
```
Forces are in eV/Å.

The expectation value of S² is 8.7596. Its HOMO-LUMO gap (alpha / beta) is 9.13 / 9.42 eV. Its energy above the lowest of the compared OMol25 structures with the same formula, charge and spin is 9.9 kJ/mol. Its charge is +1. As for the highest occupied orbital energy (alpha / beta): -11.37 / -11.35 eV. The multiplicity is 6.

A molecular structure, C20H14CoN6O8 at a distorted geometry, computed with the ωB97M-V functional and the def2-TZVPD basis.

Geometry as XYZ:
```
49
Properties=species:S:1:pos:R:3:forces:R:3:mulliken_spin:R:1
Co 0.838402 0.780041 0.561529 0.2686 -0.7655 -0.5400 2.824
O -1.392420 3.485186 3.437891 -0.1919 0.4360 -0.1542 0.000
C -0.603397 2.741685 2.661060 -0.0058 -0.6265 0.2860 -0.005
O -0.185415 1.660874 2.993785 -0.0109 0.1085 -0.0608 0.008
C -0.242417 3.386971 1.373816 0.3698 0.3077 -0.5883 -0.009
C -0.791690 4.561038 0.889208 -0.0833 -0.1420 0.4716 -0.004
C -0.239397 5.125460 -0.250639 0.2704 -0.0187 -0.2233 0.003
C 0.886771 4.547867 -0.821004 -0.1713 0.3722 0.0141 -0.003
C 1.358256 3.359522 -0.293607 0.1373 -0.6089 0.1950 0.026
N 0.750542 2.755594 0.728336 -0.6735 1.6283 0.3228 0.018
C 2.594864 2.571550 -0.771733 0.0749 -0.0705 0.1195 -0.008
O 3.360506 3.113196 -1.553960 -0.1575 0.0946 -0.0787 0.002
O 2.666554 1.418817 -0.237096 0.0233 0.0628 -0.0764 0.048
H -1.511884 3.025046 4.278839 0.0060 -0.1624 0.0580 0.000
H -1.622261 5.015133 1.411707 0.0507 0.0515 -0.0138 0.000
H -0.655864 6.034856 -0.663516 -0.0073 -0.0025 0.0014 0.000
H 1.396743 4.999360 -1.660637 0.0676 -0.0791 0.0080 0.000
N -0.889363 1.143136 -3.311376 -0.1729 0.0598 0.1857 0.001
C 0.372143 0.974505 -3.832441 0.2082 -0.1065 -0.0279 0.002
C 1.180498 0.687181 -2.772854 0.0394 -0.0157 -0.0751 -0.001
N 0.437573 0.678691 -1.627083 -0.3765 0.0104 0.1252 0.025
C -0.800189 0.961226 -1.972076 0.4013 -0.1689 -0.3525 0.003
C -1.813460 0.993753 -0.949807 -0.2899 -0.0371 0.3987 -0.017
N -1.456659 0.851726 0.306969 0.1728 0.3084 -0.1658 0.015
C -2.609643 0.827894 1.035736 -0.1107 0.0307 0.0340 -0.003
C -3.681474 0.977630 0.206455 -0.0159 -0.0652 0.2387 0.000
N -3.162149 1.081983 -1.059718 0.1903 -0.0158 -0.1681 0.001
H -1.709732 1.399959 -3.829103 -0.0160 -0.0155 -0.0589 -0.001
H 0.577585 1.054474 -4.884986 -0.0377 0.0354 0.0202 0.000
H 2.239369 0.494018 -2.742310 -0.0083 0.0581 -0.0462 0.000
H -2.593921 0.675458 2.100663 -0.0300 0.0055 0.0028 0.000
H -4.738881 1.001338 0.401309 0.0184 -0.0140 -0.0407 0.000
H -3.693779 1.141868 -1.908555 -0.0437 -0.0159 -0.0234 -0.001
O -1.074846 -1.996020 0.528493 0.1219 0.0538 0.0023 0.014
C 0.125604 -2.043610 0.762816 -0.1009 -0.0038 0.0138 -0.007
O 0.911954 -1.044443 0.987165 0.0254 -0.6852 0.2301 0.060
C 0.813934 -3.389847 0.810414 0.1097 0.0160 -0.0494 0.003
C 2.201181 -3.484875 0.810849 -0.0288 0.0186 0.0554 0.004
C 2.821577 -4.726440 0.800790 -0.0056 0.0374 -0.0081 -0.001
C 2.061698 -5.882566 0.799197 -0.0792 -0.1907 0.0021 0.000
C 0.678267 -5.774048 0.809561 0.2886 0.4529 -0.0385 0.000
C 0.044467 -4.542737 0.809023 -0.1048 -0.2132 0.0035 -0.001
N -0.128870 -6.995590 0.806770 -0.2778 -0.2949 0.0965 0.000
O 0.454176 -8.064917 0.838706 -0.0295 0.1479 -0.0397 0.000
O -1.340522 -6.878102 0.782882 0.1931 0.0091 -0.0225 0.000
H 2.781222 -2.571942 0.820585 -0.0041 -0.0126 -0.0165 0.000
H 3.901248 -4.792526 0.791866 -0.0038 -0.0164 0.0029 0.000
H 2.516127 -6.862153 0.787858 0.0054 0.0043 0.0125 0.000
H -1.033050 -4.477203 0.808212 -0.0053 0.0380 -0.0319 0.000
```
Forces are in eV/Å.

The expectation value of S² is 3.7584. Its HOMO-LUMO gap (alpha / beta) is 8.22 / 8.16 eV. Its energy above the lowest of the compared OMol25 structures with the same formula, charge and spin is 62.0 kJ/mol. As for the highest occupied orbital energy (alpha / beta): -8.96 / -8.95 eV. The multiplicity is 4.

> Which of these has the lowest multiplicity?

C20H14CoN6O8

> The highest multiplicity belongs to which entry?

C25H27BN8OSm

> multiplicity of number 1 (C25H27BN8OSm)?

6